Record 1
This record from the OMol25 dataset describes a structure of composition C21H50N4NbO6 at a distorted geometry. The level of theory is wB97M-V/def2-TZVPD.

Element x y z (Å)
C1 5.497 -0.142 0.388
H1 4.527 1.425 4.866
H2 4.603 -3.152 0.059
C2 -1.552 0.517 1.748
H3 -4.320 -2.779 -6.736
H4 -2.049 -0.255 -2.844
H5 -2.228 -5.235 -7.178
H6 -3.690 -4.354 -3.881
H7 2.782 -0.591 2.897
H8 6.665 -2.684 -1.393
H9 -1.419 -4.720 2.114
H10 5.638 0.954 3.552
C3 -3.691 -2.703 -5.844
H11 -5.731 -0.563 -2.259
C4 -1.066 1.182 0.420
H12 0.142 -4.708 -0.379
O1 1.880 0.724 1.657
H13 0.248 7.147 1.201
H14 -2.018 -3.512 -7.579
H15 7.093 -0.971 -1.628
H16 -2.901 -3.584 -1.224
C5 4.378 -2.181 -0.389
H17 -2.493 0.985 2.110
C6 -1.631 -1.049 1.726
C7 -1.039 2.748 0.636
C8 -4.954 -0.935 -1.547
O2 1.495 4.868 2.084
H18 -0.135 -1.201 -0.802
O3 -2.324 -5.724 -4.471
C9 4.631 0.825 3.957
H19 3.854 2.658 1.434
H20 -5.316 -1.580 0.530
O4 -2.512 -1.593 0.752
H21 -1.688 6.505 4.300
H22 2.748 3.126 2.732
C10 -1.969 -4.251 -6.782
H23 4.508 0.068 0.819
H24 -1.839 2.983 1.368
C11 -2.967 -4.709 -4.631
H25 -0.588 -1.430 1.658
H26 -3.234 -1.535 -3.125
H27 7.566 -1.800 -0.136
N1 -2.888 -3.901 -5.718
H28 -0.064 3.006 1.091
H29 1.290 5.058 4.090
C12 2.719 0.428 2.478
C13 -5.545 -0.710 -0.108
Nb1 -1.539 -2.378 -0.915
C14 0.973 5.337 3.071
H30 -6.630 -0.484 -0.148
H31 -0.137 6.329 5.147
C15 6.788 -1.723 -0.898
O5 6.431 0.627 0.518
H32 -0.509 7.842 4.293
N2 3.661 1.265 2.978
C16 -0.625 6.755 4.272
H33 3.521 -1.744 0.123
O6 -3.746 -0.217 -1.626
C17 -2.716 -0.971 -2.306
C18 -0.569 -4.264 1.585
H34 -0.029 0.886 0.195
H35 -0.783 0.770 2.517
H36 -4.782 -2.006 -1.763
H37 0.309 -3.973 2.206
H38 -5.036 0.164 0.346
H39 -1.364 7.393 1.919
C19 3.699 2.643 2.514
H40 4.127 -2.319 -1.442
H41 -1.203 3.257 -0.329
H42 -0.753 -3.015 -2.444
N3 -0.041 6.233 3.055
H43 -2.026 -1.367 2.725
H44 -0.953 -4.295 -6.384
H45 -0.924 5.818 1.210
C20 -0.556 6.679 1.772
H46 4.479 -0.225 4.205
H47 4.506 3.183 3.006
N4 5.542 -1.318 -0.278
H48 -3.036 -1.834 -5.936
H49 -4.327 -2.574 -4.970
C21 -0.494 -4.015 0.222
H50 -1.675 0.883 -0.452

HOMO-LUMO gap: 5.9 eV
LUMO level: 2.178 eV
E_tot: -1557.29201 hartree
net charge: -1

Partial charges, Mulliken, in e: atom 1 (C): 0.61, atom 2 (H): 0.37, atom 3 (H): 0.31, atom 4 (C): -0.34, atom 5 (H): 0.37, atom 6 (H): 0.23, atom 7 (H): 0.28, atom 8 (H): 0.28, atom 9 (H): 0.32, atom 10 (H): 0.39, atom 11 (H): 0.24, atom 12 (H): 0.35, atom 13 (C): -1.01, atom 14 (H): 0.28, atom 15 (C): 0.80, atom 16 (H): 0.37, atom 17 (O): -0.59, atom 18 (H): 0.29, atom 19 (H): 0.39, atom 20 (H): 0.29, atom 21 (H): -0.01, atom 22 (C): -0.84, atom 23 (H): 0.41, atom 24 (C): -0.61, atom 25 (C): -1.22, atom 26 (C): -0.02, atom 27 (O): -0.60, atom 28 (H): 0.14, atom 29 (O): -0.61, atom 30 (C): -1.03, atom 31 (H): 0.28, atom 32 (H): 0.18, atom 33 (O): -0.56, atom 34 (H): 0.34, atom 35 (H): 0.35, atom 36 (C): -0.99, atom 37 (H): -0.05, atom 38 (H): 0.29, atom 39 (C): 0.14, atom 40 (H): 0.16, atom 41 (H): 0.22, atom 42 (H): 0.29, atom 43 (N): 0.16, atom 44 (H): 0.19, atom 45 (H): 0.20, atom 46 (C): -0.19, atom 47 (C): -1.00, atom 48 (Nb): -0.53, atom 49 (C): 0.20, atom 50 (H): 0.37, atom 51 (H): 0.31, atom 52 (C): -0.99, atom 53 (O): -0.67, atom 54 (H): 0.33, atom 55 (N): 0.36, atom 56 (C): -0.95, atom 57 (H): 0.26, atom 58 (O): -0.31, atom 59 (C): -0.57, atom 60 (C): -0.43, atom 61 (H): 0.07, atom 62 (H): 0.13, atom 63 (H): 0.17, atom 64 (H): 0.17, atom 65 (H): 0.17, atom 66 (H): 0.38, atom 67 (C): -1.08, atom 68 (H): 0.33, atom 69 (H): 0.35, atom 70 (H): 0.00, atom 71 (N): 0.16, atom 72 (H): 0.17, atom 73 (H): 0.30, atom 74 (H): 0.19, atom 75 (C): -0.83, atom 76 (H): 0.30, atom 77 (H): 0.45, atom 78 (N): 0.08, atom 79 (H): 0.35, atom 80 (H): 0.29, atom 81 (C): -0.27, atom 82 (H): -0.11

***

Record 2
This record from the OMol25 dataset describes a cluster of 3 separate species, C21H50N9O2P2 in total at a distorted geometry. The level of theory is wB97M-V/def2-TZVPD.

Element x y z (Å)
H1 -4.743 -5.011 -0.340
H2 -2.730 4.794 3.855
H3 2.027 2.647 4.171
H4 3.229 0.876 -4.703
H5 -2.987 1.797 4.690
O1 -1.115 1.424 2.775
N1 -4.553 -3.057 -1.117
H6 -2.227 -6.201 -1.102
C1 -1.857 5.164 4.404
H7 -2.372 1.581 6.320
H8 -0.145 2.706 0.685
H9 -2.317 -1.581 -4.580
H10 2.381 -1.016 -3.340
H11 4.232 2.684 -2.843
C2 5.133 0.541 -2.410
H12 -6.045 -1.831 -1.989
H13 -5.266 -4.846 -2.026
C3 -2.221 -5.347 -1.789
H14 1.056 -0.128 -3.878
H15 -1.077 -4.932 0.336
H16 1.594 2.964 0.719
H17 0.363 6.154 4.813
C4 1.351 0.000 -1.819
C5 3.845 1.594 -2.563
H18 -2.022 4.977 5.470
H19 -1.046 -3.180 0.194
H20 6.035 -2.922 -2.653
H21 -3.234 -0.560 -3.451
P1 -2.931 -2.629 -1.712
H22 8.554 -2.171 -1.800
C6 1.882 2.491 3.104
H23 1.280 5.313 3.597
H24 0.730 1.137 5.246
H25 -2.394 -3.978 1.018
H26 -1.875 0.454 5.032
N2 4.980 -0.917 -2.680
N3 -3.634 -2.640 -3.270
H27 3.279 -0.535 -0.624
C7 2.730 1.106 -3.662
C8 -1.709 -4.054 0.166
H28 -1.262 -5.324 -2.314
H29 -0.139 1.557 6.723
H30 2.075 0.570 0.314
H31 -1.822 6.246 4.235
H32 -4.386 -4.538 -3.809
H33 0.834 -1.023 -1.523
H34 -3.011 -5.577 -2.502
C9 0.653 3.262 1.193
N4 1.901 -0.094 -3.236
H35 1.962 1.422 2.886
N5 3.244 1.677 -1.148
H36 0.505 4.326 0.979
H37 -6.260 -4.252 -0.725
H38 -2.695 -4.241 -4.299
C10 -5.222 -4.345 -1.065
N6 -0.643 4.509 3.931
H39 -4.943 -1.000 -0.876
C11 -3.683 -3.787 -4.159
P2 -0.896 2.859 3.312
H40 0.586 0.914 -1.767
H41 8.966 0.703 -1.273
H42 1.059 4.606 5.208
C12 2.562 0.384 -0.760
C13 -3.285 -1.460 -4.078
C14 7.693 -1.367 -1.952
C15 -2.098 1.503 5.262
H43 1.951 1.999 -3.806
N7 0.637 3.042 2.632
H44 6.620 2.302 -1.707
O2 -1.520 -2.257 -2.230
H45 0.845 2.760 5.980
H46 -6.192 -2.047 -0.227
C16 6.563 1.132 -1.912
H47 2.731 3.009 2.643
H48 -4.053 -1.268 -4.834
H49 2.624 2.511 -1.055
C17 0.173 1.940 5.743
C18 0.566 5.154 4.411
N8 -2.469 -4.120 -1.073
C19 6.195 -1.752 -2.461
N9 -0.961 2.385 4.953
C20 7.951 0.259 -1.648
H50 -4.056 -3.514 -5.155
C21 -5.484 -1.936 -1.055

HOMO-LUMO gap: 6.3 eV
LUMO level: -3.254 eV
E_tot: -2155.33822 hartree
net charge: +1

Partial charges, Mulliken, in e: atom 1 (H): 0.23, atom 2 (H): 0.33, atom 3 (H): 0.41, atom 4 (H): 0.35, atom 5 (H): 0.31, atom 6 (O): -0.85, atom 7 (N): -0.01, atom 8 (H): 0.43, atom 9 (C): -1.10, atom 10 (H): 0.38, atom 11 (H): 0.42, atom 12 (H): 0.30, atom 13 (H): 0.46, atom 14 (H): 0.52, atom 15 (C): 0.10, atom 16 (H): 0.36, atom 17 (H): 0.21, atom 18 (C): -1.13, atom 19 (H): 0.39, atom 20 (H): 0.42, atom 21 (H): 0.08, atom 22 (H): 0.36, atom 23 (C): -0.33, atom 24 (C): -0.01, atom 25 (H): 0.35, atom 26 (H): 0.23, atom 27 (H): 0.27, atom 28 (H): 0.30, atom 29 (P): 0.70, atom 30 (H): 0.29, atom 31 (C): -1.17, atom 32 (H): 0.23, atom 33 (H): 0.35, atom 34 (H): 0.30, atom 35 (H): 0.34, atom 36 (N): -0.18, atom 37 (N): 0.22, atom 38 (H): 0.31, atom 39 (C): -0.75, atom 40 (C): -1.10, atom 41 (H): 0.26, atom 42 (H): 0.37, atom 43 (H): 0.11, atom 44 (H): 0.42, atom 45 (H): 0.19, atom 46 (H): 0.19, atom 47 (H): 0.39, atom 48 (C): -1.12, atom 49 (N): -0.13, atom 50 (H): 0.31, atom 51 (N): -0.27, atom 52 (H): 0.29, atom 53 (H): 0.36, atom 54 (H): 0.35, atom 55 (C): -0.79, atom 56 (N): 0.03, atom 57 (H): 0.31, atom 58 (C): -1.00, atom 59 (P): 0.59, atom 60 (H): 0.22, atom 61 (H): 0.33, atom 62 (H): 0.21, atom 63 (C): -0.44, atom 64 (C): -1.07, atom 65 (C): -0.36, atom 66 (C): -1.11, atom 67 (H): 0.35, atom 68 (N): 0.53, atom 69 (H): 0.24, atom 70 (O): -0.86, atom 71 (H): 0.19, atom 72 (H): 0.43, atom 73 (C): -0.50, atom 74 (H): 0.38, atom 75 (H): 0.38, atom 76 (H): 0.28, atom 77 (C): -1.01, atom 78 (C): -0.80, atom 79 (N): 0.36, atom 80 (C): -0.14, atom 81 (N): 0.26, atom 82 (C): -0.31, atom 83 (H): 0.37, atom 84 (C): -1.10

***

Record 3
This record from the OMol25 dataset describes a cluster of 3 separate species, C21H51BrClO9P3 in total at a distorted geometry. The level of theory is wB97M-V/def2-TZVPD.

Element x y z (Å)
H1 2.534 -5.621 2.177
H2 -5.991 6.519 0.328
H3 -5.902 -4.265 -0.697
H4 6.736 -2.500 2.361
C1 0.455 -2.669 1.490
H5 -1.597 -3.733 -0.655
C2 -4.868 5.597 -3.786
H6 -0.244 -3.506 1.523
C3 1.560 -5.458 1.712
O1 5.971 1.073 -0.286
H7 -4.918 5.411 1.178
H8 -4.990 5.777 -4.855
C4 -6.443 0.892 -1.244
H9 -4.045 7.321 -1.059
H10 6.628 -2.921 0.654
O2 6.726 -0.902 1.113
H11 1.188 -6.451 1.445
O3 -4.322 2.975 0.252
H12 -6.690 1.445 -0.337
C5 -2.389 -4.073 0.017
H13 8.490 2.468 2.636
H14 -6.406 -0.174 -1.010
C6 8.621 -2.428 1.331
H15 -4.188 3.554 -3.966
C7 -5.126 1.359 -1.823
H16 8.828 0.736 2.463
H17 -4.785 -1.357 1.792
H18 0.252 -0.566 1.195
C8 -3.844 4.505 -3.571
C9 -1.695 -1.370 1.618
H19 -2.005 -4.903 0.601
H20 2.607 -2.754 1.052
H21 5.304 2.538 -1.542
H22 8.896 -3.443 1.620
H23 -3.199 -4.415 -0.627
H24 -0.409 -1.469 -0.159
H25 5.425 0.956 -2.301
H26 -2.944 4.756 -4.135
H27 1.574 -2.667 -0.360
H28 -3.805 7.614 0.673
C10 8.194 1.553 2.120
H29 -7.298 -3.549 0.124
C11 3.681 1.208 -1.077
H30 -1.550 -1.470 2.691
C12 -4.723 -2.387 1.423
H31 -4.560 6.525 -3.306
C13 1.631 -4.626 0.424
H32 3.349 1.838 -0.249
H33 -7.253 1.068 -1.955
H34 -5.009 -3.039 2.242
H35 7.169 1.326 2.407
Br1 -2.732 -3.876 3.063
C14 1.660 -3.106 0.639
H36 9.318 2.141 0.411
O4 5.835 -1.099 -1.138
H37 0.711 -2.435 2.525
H38 -4.296 1.054 -1.191
O5 8.230 0.537 -0.130
C15 -6.229 -3.754 0.211
P1 -2.880 -2.636 1.015
H39 -4.971 0.909 -2.806
C16 5.136 1.470 -1.385
C17 -0.318 -1.460 0.927
O6 -5.538 -2.513 0.300
H40 -6.089 -4.398 1.080
H41 3.049 1.413 -1.942
H42 -5.840 5.317 -3.383
H43 3.531 0.174 -0.769
O7 -5.320 4.980 -0.810
H44 7.624 2.502 0.266
H45 9.110 -1.726 2.007
O8 -3.404 4.383 -2.212
H46 0.764 -4.881 -0.192
Cl1 -3.200 -1.434 -0.797
P2 -4.273 3.750 -1.011
H47 -2.973 6.278 -0.138
H48 2.516 -4.952 -0.127
H49 -2.104 -0.381 1.409
P3 6.871 -0.305 -0.406
O9 -5.142 2.783 -2.001
C18 7.114 -2.251 1.369
H50 0.872 -5.068 2.461
C19 -3.908 6.842 -0.090
H51 9.015 -2.238 0.329
C20 -5.079 5.930 0.229
C21 8.321 1.752 0.627

HOMO-LUMO gap: 9.0 eV
LUMO level: -0.389 eV
E_tot: -5566.24706 hartree
net charge: 0
structure (SMILES): CCCCCCP(C)(Cl)(Br)COC.CCOP(=O)(OCC)OCC.CCOP(=O)(OCC)OCC

Partial charges, Mulliken, in e: atom 1 (H): 0.36, atom 2 (H): 0.32, atom 3 (H): 0.29, atom 4 (H): 0.32, atom 5 (C): -0.11, atom 6 (H): 0.30, atom 7 (C): -0.94, atom 8 (H): -0.07, atom 9 (C): -1.21, atom 10 (O): -0.41, atom 11 (H): 0.27, atom 12 (H): 0.41, atom 13 (C): -1.06, atom 14 (H): 0.17, atom 15 (H): 0.30, atom 16 (O): -0.25, atom 17 (H): 0.33, atom 18 (O): -0.81, atom 19 (H): 0.29, atom 20 (C): -1.12, atom 21 (H): 0.42, atom 22 (H): 0.22, atom 23 (C): -1.01, atom 24 (H): 0.23, atom 25 (C): -0.13, atom 26 (H): 0.17, atom 27 (H): 0.30, atom 28 (H): 0.42, atom 29 (C): -0.14, atom 30 (C): -1.06, atom 31 (H): 0.42, atom 32 (H): 0.35, atom 33 (H): 0.33, atom 34 (H): 0.41, atom 35 (H): 0.42, atom 36 (H): 0.37, atom 37 (H): 0.38, atom 38 (H): 0.35, atom 39 (H): 0.27, atom 40 (H): 0.40, atom 41 (C): -0.93, atom 42 (H): 0.26, atom 43 (C): -0.97, atom 44 (H): 0.64, atom 45 (C): -0.87, atom 46 (H): 0.16, atom 47 (C): -0.58, atom 48 (H): 0.31, atom 49 (H): 0.33, atom 50 (H): 0.67, atom 51 (H): 0.26, atom 52 (Br): -0.45, atom 53 (C): -0.47, atom 54 (H): 0.34, atom 55 (O): -0.81, atom 56 (H): 0.36, atom 57 (H): 0.15, atom 58 (O): -0.40, atom 59 (C): -0.86, atom 60 (P): 0.60, atom 61 (H): 0.34, atom 62 (C): -0.45, atom 63 (C): -0.76, atom 64 (O): -0.17, atom 65 (H): 0.36, atom 66 (H): 0.40, atom 67 (H): 0.27, atom 68 (H): 0.15, atom 69 (O): -0.26, atom 70 (H): 0.21, atom 71 (H): 0.19, atom 72 (O): -0.32, atom 73 (H): 0.21, atom 74 (Cl): -0.40, atom 75 (P): 1.10, atom 76 (H): 0.27, atom 77 (H): 0.45, atom 78 (H): 0.48, atom 79 (P): 1.20, atom 80 (O): -0.40, atom 81 (C): -0.32, atom 82 (H): 0.30, atom 83 (C): -0.92, atom 84 (H): 0.29, atom 85 (C): -0.32, atom 86 (C): -0.13

***

Question: Which of these has the lowest HOMO-LUMO gap?
Answer: C21H50N4NbO6

***

Question: Which of these has the lowest E_tot?
Answer: C21H51BrClO9P3

***

Question: Which value of E_tot does entry 3 give?
Answer: -5566.24706 hartree

***

Question: What is the E_tot in the first record?
Answer: -1557.29201 hartree